No. 1
Here is C20H30BeCl6F6N7O4S2 as an isolated structure at a distorted geometry from OMol25. Energies are from the ωB97M-V functional and the def2-TZVPD basis.

XYZ file:
```
76
Properties=species:S:1:pos:R:3:forces:R:3
H 2.778 6.210 1.447 -0.384 0.199 0.136
C 3.895 2.694 -3.523 -0.797 1.335 0.276
H 0.419 -6.634 3.012 -0.289 -0.576 -0.275
H 5.085 0.675 -0.107 -0.097 0.489 -0.237
O -0.209 -2.513 -1.805 -0.586 0.431 -0.281
C -0.346 -1.965 0.863 0.661 0.412 1.919
C -3.481 5.322 -1.400 -1.255 -0.362 0.318
H 4.442 4.076 -2.167 0.108 0.842 -0.137
C 3.670 4.030 -2.935 0.315 -1.332 0.103
H 2.175 -4.747 -2.656 -0.081 -0.092 0.015
H -3.199 6.312 -1.040 -0.274 0.101 -0.329
H 3.624 -0.018 0.480 -0.366 0.164 -0.174
H 3.591 0.802 -1.147 0.155 -0.154 0.093
H 0.937 6.286 1.222 0.375 0.438 0.299
C -0.495 -6.047 3.096 0.723 -0.159 0.651
C -2.251 0.770 3.395 -2.871 0.588 -1.074
N 4.001 1.658 -3.986 0.192 -1.100 -0.335
Be -3.578 -0.957 -2.227 2.890 0.927 1.463
H -0.931 0.407 5.012 0.154 0.231 -0.203
F 0.753 -1.640 1.602 -1.243 -0.726 -1.581
C -4.267 4.602 -0.261 1.294 0.184 -0.102
C 1.301 -5.891 -1.122 0.052 -0.444 0.843
F -0.595 -3.289 0.978 0.467 1.698 -0.874
N -1.525 -0.358 -1.248 -0.420 -3.475 -1.357
Cl 3.133 3.331 1.036 -0.477 0.384 -0.013
C -0.174 -5.181 4.244 0.152 2.412 2.356
N -3.266 1.155 2.943 2.784 -1.002 1.079
H -0.923 -0.847 3.779 -0.483 0.017 0.174
H -2.578 4.830 -1.759 -0.171 -0.344 0.417
H -3.478 4.287 0.422 -0.160 0.419 0.692
H -2.448 -3.424 3.257 0.227 0.586 0.155
H 0.857 3.968 0.683 0.187 -0.100 0.026
H 1.410 4.382 2.321 0.110 -0.570 0.078
F 0.263 3.112 -1.811 -0.675 -1.497 0.294
H -4.126 -1.629 2.354 0.284 0.227 0.299
F -1.372 -1.304 1.433 0.152 -0.538 -0.905
S -1.142 1.010 -0.616 -0.026 7.350 2.770
C 1.681 4.379 1.266 -0.082 -0.601 0.583
F -1.409 2.444 -2.940 -1.307 -0.231 -0.321
C 1.379 -5.472 -2.486 -0.344 0.245 -0.960
H -0.193 0.618 3.338 0.192 0.452 0.419
O 1.193 -0.574 -0.987 -3.536 -1.950 -0.701
H -4.696 3.637 -0.529 -0.512 0.478 -0.384
H 3.704 4.777 -3.728 0.200 0.120 0.387
C 2.508 -1.424 -3.841 -0.214 -0.169 -0.618
Cl -4.565 5.395 -2.833 0.268 0.314 0.076
Cl -5.468 5.691 0.554 0.864 -0.876 -0.633
H -4.681 -3.205 1.961 0.192 -0.578 0.423
H -3.741 -4.028 4.246 -0.006 0.000 -0.006
H 1.829 -0.574 -3.907 0.268 0.158 0.057
C 1.916 -2.492 -4.662 -0.963 -1.850 -0.455
C -3.346 -3.118 3.794 -1.691 -0.274 -0.264
H 0.411 -5.032 -2.722 0.139 0.275 -0.186
N 0.060 -4.527 5.199 -0.719 -1.973 -3.059
Cl -6.005 -2.161 3.611 0.693 -0.353 -0.248
N 4.999 -2.106 -1.438 -0.894 1.986 0.926
H 3.485 -1.156 -4.243 -0.087 0.135 0.123
H 1.486 -6.316 -3.167 0.246 -0.022 0.142
O -2.326 1.772 -0.253 0.440 -1.214 -1.255
C 4.615 -1.096 -0.995 0.387 -1.470 -1.061
N 1.393 -3.376 -5.220 1.017 1.855 1.020
C -1.013 0.228 3.940 0.391 -0.196 -0.402
C -4.432 -2.570 2.811 0.080 0.635 0.355
N 1.165 -6.234 -0.035 -0.036 0.106 0.157
Cl 2.075 6.076 -0.779 0.090 0.272 -0.485
H 2.724 4.040 -2.395 -0.014 0.014 -0.294
C 1.885 5.815 0.963 0.083 0.036 -0.563
S -0.078 -1.334 -1.015 3.108 -1.239 1.339
H -0.629 -5.599 2.112 -0.040 0.453 0.379
H 2.609 -1.728 -2.799 0.031 -0.140 -0.197
O -0.118 1.008 0.430 -1.587 -0.605 -1.940
H -1.360 -6.651 3.371 0.179 -0.175 -0.158
Cl -3.086 -2.014 5.176 0.173 -0.321 -0.598
C -0.448 2.008 -2.185 2.384 0.276 0.514
F 0.366 1.226 -2.939 -0.810 0.446 0.846
C 4.163 0.200 -0.442 0.790 -0.982 0.462
```
Forces are in eV/Å.

For the lowest unoccupied orbital energy, the calculation gives -10.88 eV. Its maximum force is 7.9 eV/Å. As for the total charge: +1. The calculation puts the orbital gap at 0.076 Ha. Its HOMO energy is -12.957 eV. The spin multiplicity is 1. For the total energy, the calculation gives -5635.138738 hartree.



No. 2
Here is a 3-piece molecular cluster, C6H14N2O overall at a distorted geometry from OMol25. Energies are from the ωB97M-V functional and the def2-TZVPD basis.

XYZ file:
```
23
Properties=species:S:1:pos:R:3:forces:R:3
C 0.527 1.398 -1.415 0.621 -0.431 0.397
C 2.217 -0.388 -1.762 -0.351 -0.277 0.143
N -0.559 -1.522 -0.860 -0.349 0.070 -0.425
H -2.303 1.724 2.080 -0.016 -0.012 -0.078
H -0.901 -2.442 -1.115 -0.146 0.132 -0.015
H -3.475 0.785 1.121 0.082 0.087 -0.030
C -2.417 0.908 1.363 -0.168 0.377 -0.140
C 1.625 0.377 0.572 -0.481 -0.324 -0.088
H 3.267 -0.223 -1.518 0.027 0.063 0.035
H 1.027 1.084 1.139 -0.103 0.104 0.112
H 2.676 0.580 0.765 0.125 0.021 -0.045
H -0.934 -1.287 0.053 -0.063 -0.014 -0.110
H 2.062 -0.180 -2.813 -0.017 0.049 -0.239
H 0.006 2.101 -0.782 -0.143 0.040 0.097
H -1.865 1.149 0.454 -0.142 0.120 0.026
H 1.987 -1.437 -1.581 0.092 -0.109 -0.008
N -1.889 -0.305 1.875 0.035 -0.023 -0.090
C -1.784 -1.024 2.815 0.222 0.046 -0.659
H -0.897 -0.820 -1.535 0.228 -0.691 0.536
H 0.456 1.548 -2.482 -0.125 -0.082 -0.166
H 1.406 -0.629 0.929 0.065 -0.066 0.123
C 1.329 0.455 -0.896 0.616 1.500 -0.394
O -1.560 -1.852 3.596 -0.011 -0.579 1.018
```
Forces are in eV/Å.

For the lowest unoccupied orbital energy, the calculation gives 0.58 eV. Its maximum force is 1.7 eV/Å. As for the energy above the lowest of the compared OMol25 structures with the same formula, charge and spin: 41.1 kcal/mol. The calculation puts the orbital gap at 0.352 Ha. Its HOMO energy is -8.982 eV. The SMILES is C=C(C)C.CN=C=O.N. The spin multiplicity is 1. For the total energy, the calculation gives -421.734809 hartree.



No. 3
Here is a 2-piece molecular cluster, C3H6FN3 overall at a distorted geometry from OMol25. Energies are from the ωB97M-V functional and the def2-TZVPD basis.

XYZ file:
```
13
Properties=species:S:1:pos:R:3:forces:R:3
F 1.700 1.130 -0.149 0.038 -0.333 -0.738
H 1.287 -0.916 0.983 -1.914 0.928 3.029
C -1.427 -1.211 0.076 -0.407 -0.734 -0.132
C -1.432 0.235 0.367 -0.104 -0.404 -0.366
H -0.645 -1.677 0.757 -1.144 0.220 -1.165
N -1.198 1.340 0.024 0.511 -0.952 1.862
N -1.146 2.564 0.067 0.785 3.018 -0.813
H -1.226 -1.336 -1.000 0.512 -0.306 0.407
N 1.941 -1.090 0.315 1.692 -0.605 -3.530
H -0.201 3.073 0.157 -1.544 -1.959 -0.236
H -2.422 -1.754 0.192 1.201 1.030 0.429
C 2.114 -0.127 -0.464 -1.013 -0.291 3.526
H 2.656 -0.230 -1.324 1.385 0.389 -2.273
```
Forces are in eV/Å.

For the lowest unoccupied orbital energy, the calculation gives 0.69 eV. Its maximum force is 4.0 eV/Å. As for the energy above the lowest of the compared OMol25 structures with the same formula, charge and spin: 86.5 kcal/mol. The calculation puts the orbital gap at 0.323 Ha. Its HOMO energy is -8.105 eV. The spin multiplicity is 1. For the total energy, the calculation gives -381.893979 hartree.



No. 4
Here is one molecule with the formula C6H12N3O3P at a distorted geometry from OMol25. Energies are from the ωB97M-V functional and the def2-TZVPD basis.

XYZ file:
```
25
Properties=species:S:1:pos:R:3:forces:R:3
N 1.278 3.166 -2.615 2.370 0.732 0.802
P -0.062 -0.287 -0.455 -0.228 0.386 0.252
H -0.351 3.238 -3.805 0.125 0.161 -0.085
H -2.513 -1.905 1.668 -0.084 0.039 0.109
N 2.288 3.486 -2.248 -0.459 -0.084 -0.108
C -1.796 -2.176 -0.345 -0.235 -0.862 0.073
H 1.968 -1.001 2.253 0.039 -0.050 -0.024
H -1.022 -2.757 -0.859 -0.205 0.052 -0.016
H -0.779 -2.218 1.533 0.039 -0.073 0.141
C 0.145 2.731 -2.997 -2.349 -0.479 -1.154
C 1.189 0.853 1.485 0.641 0.257 0.376
O 0.953 -1.314 -0.715 -0.073 0.027 0.054
O -0.049 0.317 1.035 -0.574 -0.512 -0.698
C 1.769 0.009 2.607 -0.251 0.065 -0.247
H -2.776 -2.403 -0.776 0.167 0.016 0.042
H 0.986 1.870 1.840 0.045 -0.134 -0.143
H 1.071 -0.041 3.441 -0.010 -0.007 0.071
H 2.700 0.455 2.949 0.091 0.011 0.070
N 0.166 1.076 -1.357 0.050 -0.435 0.284
O -1.576 -0.792 -0.608 0.717 0.860 -0.043
H -1.366 1.227 -2.775 -0.016 -0.087 0.023
H -1.932 -3.542 1.307 -0.028 -0.113 0.025
C -0.424 1.587 -2.355 0.189 -0.092 0.373
H 1.891 0.902 0.648 0.007 0.110 0.121
C -1.758 -2.482 1.142 0.033 0.212 -0.298
```
Forces are in eV/Å.

For the lowest unoccupied orbital energy, the calculation gives 0.23 eV. Its maximum force is 2.7 eV/Å. As for the energy above the lowest of the compared OMol25 structures with the same formula, charge and spin: 22.7 kcal/mol. The calculation puts the orbital gap at 0.343 Ha. Its HOMO energy is -9.100 eV. The spin multiplicity is 1. For the total energy, the calculation gives -967.202753 hartree.



No. 5
Here is a 20-piece molecular cluster, C37H73Cl38IN2O2 overall at a distorted geometry from OMol25. Energies are from the ωB97M-V functional and the def2-TZVPD basis.

XYZ file:
```
153
Properties=species:S:1:pos:R:3:forces:R:3
H 15.482 -2.034 -8.478 0.019 0.056 0.005
H -3.822 -7.103 2.686 0.030 -0.016 -0.002
H -3.774 1.397 -1.841 -0.063 0.109 -0.169
C -10.720 7.260 3.937 -0.024 -0.014 -0.151
O -0.668 -0.420 -1.022 0.443 0.178 -0.757
H -5.824 5.901 -5.643 -0.036 0.008 -0.013
C -1.792 -1.016 -1.473 0.014 -0.765 -0.965
Cl -3.628 -9.423 2.994 -0.010 -0.002 -0.007
H 13.955 -2.912 -8.198 -0.065 0.016 0.026
C -8.571 9.751 -0.803 0.086 -0.094 0.057
H 0.040 -7.500 7.386 -0.008 0.001 -0.037
C -0.954 0.980 -0.737 -0.461 -0.162 0.739
H -5.628 -0.355 -2.067 0.077 -0.118 0.084
C 6.555 -1.483 -0.844 -0.184 -0.116 0.768
H -9.773 2.318 1.226 0.035 0.028 0.095
H 3.019 2.153 -1.270 -0.024 0.188 -0.073
Cl 5.792 -5.576 -2.592 0.180 -0.111 -0.089
Cl 2.839 -5.725 9.267 0.003 -0.001 0.012
H 1.347 -3.047 -1.927 -0.059 0.102 0.010
H -5.153 0.656 -3.410 -0.032 0.041 0.149
H -4.958 -0.687 -0.074 0.014 0.126 0.024
H -5.427 -1.732 -4.004 0.041 0.023 -0.031
C -0.234 5.506 1.703 -0.046 0.046 -0.097
H -4.036 1.955 -0.184 -0.207 -0.068 0.111
H -7.861 10.066 -1.558 0.066 -0.019 -0.005
H 6.235 -3.272 0.353 -0.002 0.088 0.106
Cl -8.823 4.447 1.586 0.104 -0.084 -0.025
Cl -6.507 7.625 -4.207 -0.045 -0.019 0.068
C 0.222 8.687 5.618 -0.015 0.061 0.005
H 7.811 -3.203 -0.410 -0.010 -0.004 0.007
H 1.344 -0.101 0.795 -0.116 0.047 -0.050
C -2.322 0.787 -0.060 0.138 0.581 0.343
Cl 4.009 -13.857 2.150 -0.006 0.029 0.013
Cl -5.928 3.555 -2.120 0.202 0.089 -0.176
C 5.178 0.671 -1.030 0.231 -0.057 0.420
I -5.063 -5.375 0.422 -0.027 -0.109 0.014
Cl 13.135 -5.509 -7.995 0.020 -0.039 -0.015
H -3.166 2.187 1.187 -0.040 0.037 0.069
H 5.573 -12.413 3.146 0.002 0.020 -0.057
Cl -9.353 7.581 2.862 0.010 0.161 0.122
H -5.246 4.806 -0.250 0.049 -0.042 -0.028
Cl 11.264 -7.750 -7.706 -0.003 0.000 0.003
Cl -2.528 10.099 -0.843 0.000 -0.019 0.005
Cl 6.649 -14.497 3.258 0.014 0.010 0.022
H -10.672 13.684 -3.112 -0.014 -0.014 -0.044
H -9.577 9.793 -1.190 0.002 -0.131 0.123
C -4.792 -0.134 -2.744 0.081 0.161 -0.307
H 5.919 -1.942 -1.595 0.292 0.051 -0.564
Cl 8.623 -4.430 -6.394 -0.034 -0.010 -0.013
Cl -2.106 -6.727 7.932 0.043 0.028 0.134
H 4.256 0.341 -1.511 0.017 0.000 -0.188
Cl -7.592 2.053 0.391 -0.073 -0.106 0.198
H 6.610 -3.242 -6.598 0.031 0.023 -0.027
H 3.262 1.002 1.326 0.019 0.065 0.044
Cl 3.641 -9.452 2.697 0.006 0.006 -0.034
H -5.739 -2.883 1.003 0.058 -0.112 0.106
Cl 7.560 -2.304 -4.669 -0.017 -0.006 0.031
H -3.987 -2.143 -3.092 0.197 0.099 -0.098
C -4.065 -2.617 -0.344 -0.116 -0.063 0.500
H 5.919 0.818 -1.821 -0.059 0.063 -0.001
H -11.522 7.937 3.671 -0.008 0.019 -0.002
H -4.156 -3.244 1.738 -0.055 -0.078 0.029
H 6.183 -0.056 0.759 0.074 -0.064 -0.012
H 0.053 -6.395 8.788 0.022 0.050 0.043
Cl 0.386 7.689 7.063 0.000 0.003 0.005
H 5.249 1.891 0.745 0.055 0.204 -0.009
Cl 5.995 -9.763 4.410 0.049 0.016 0.026
H -0.649 9.321 5.731 -0.032 -0.025 0.001
O -1.766 -1.938 -2.261 0.152 0.711 1.180
C -3.954 -1.117 -0.037 -0.218 -0.411 -0.200
N -3.106 1.987 0.202 0.284 0.114 -0.219
C 11.836 -6.225 -7.027 -0.043 0.017 0.049
Cl -11.308 5.607 3.730 -0.160 -0.012 0.195
H -3.627 -1.019 1.003 0.097 0.035 -0.071
H -4.669 -2.800 -1.232 0.235 0.019 -0.141
H -0.661 6.334 2.250 -0.081 -0.062 -0.056
H -4.464 6.597 -4.722 0.010 0.031 0.022
H 3.259 -5.569 11.569 -0.029 0.028 0.005
C 2.890 -6.352 10.919 0.064 0.004 0.006
H -3.957 9.264 0.820 -0.104 0.082 0.032
H -1.052 1.550 -1.663 0.090 -0.245 -0.171
C 5.671 -0.470 -0.113 -0.175 -0.035 -0.439
C 5.244 -13.425 3.339 -0.011 0.021 0.013
C 1.450 0.814 0.205 0.160 0.142 0.129
H 4.333 -6.031 -0.815 0.028 0.055 0.014
C 14.445 -1.947 -8.177 0.035 -0.024 -0.026
Cl 1.295 -6.852 11.497 -0.012 -0.002 -0.013
Cl -8.202 8.081 -0.336 0.055 0.003 -0.076
C 5.212 -6.522 -1.219 -0.168 -0.023 0.049
Cl 3.673 -3.189 -1.579 -0.217 0.135 0.044
H -3.890 -1.031 -4.490 0.227 -0.090 0.114
H -3.073 -3.052 -0.470 -0.131 -0.019 -0.225
C 7.173 -3.635 -5.761 -0.065 0.010 0.027
Cl 0.010 7.714 4.154 0.133 0.109 0.249
C -3.021 -0.277 -0.930 0.027 0.515 0.419
H -9.511 13.210 -1.841 0.022 -0.026 0.008
H -0.256 1.655 1.195 -0.012 0.011 -0.024
Cl 0.657 4.488 2.839 -0.012 -0.078 -0.023
H 4.810 -13.504 4.328 -0.017 -0.049 0.004
H 4.851 -7.792 3.837 -0.034 -0.027 0.057
H -6.289 5.742 -1.358 -0.023 0.012 -0.036
Cl 1.545 -4.825 -0.408 0.003 -0.036 0.006
H 6.596 -4.372 -5.216 0.026 -0.021 0.021
H 1.742 0.493 -0.798 -0.102 -0.024 -0.001
H 11.010 -5.527 -7.002 0.026 0.009 -0.041
H 5.504 2.811 -0.736 0.036 -0.072 0.003
C -9.834 13.047 -2.862 0.027 0.036 0.071
Cl -10.358 11.360 -3.009 -0.155 0.150 -0.206
H 0.329 2.603 -0.145 -0.136 -0.036 -0.072
H 4.975 -7.521 -1.563 0.052 -0.019 -0.019
C -0.348 -6.578 7.800 -0.041 -0.044 -0.032
C -4.118 -7.789 3.469 0.019 0.047 0.001
H 7.415 -0.994 -1.307 -0.142 0.072 -0.171
C -3.026 8.932 0.386 -0.029 -0.097 -0.078
C -4.479 -1.336 -3.626 -0.581 -0.042 -0.018
C -5.363 6.812 -5.285 0.035 -0.038 -0.027
H -10.412 7.404 4.965 0.063 -0.068 -0.001
C 2.590 1.675 0.785 0.226 -0.300 -0.171
H 3.333 3.500 -0.196 0.005 -0.058 0.126
H 2.068 -4.503 -2.673 0.004 -0.003 0.005
C -9.089 2.957 0.682 -0.010 0.061 -0.209
C -5.462 5.045 -1.285 -0.166 0.080 0.106
H 1.121 9.279 5.502 0.032 -0.028 -0.006
C 4.917 2.005 -0.290 -0.475 -0.030 -0.108
Cl -8.492 13.419 -3.944 0.002 0.002 0.007
Cl 14.394 -1.332 -6.521 0.004 -0.017 0.014
H 4.791 -1.024 0.233 0.098 0.119 0.331
Cl 0.130 -5.245 6.741 0.014 -0.008 0.005
C 2.051 -3.859 -1.803 -0.010 -0.049 0.002
H 2.209 2.385 1.524 -0.068 -0.087 -0.024
C -4.751 -3.309 0.830 -0.049 0.368 -0.220
C 5.118 -8.696 3.304 -0.017 0.054 -0.028
H -3.141 7.963 -0.083 0.031 -0.017 -0.039
Cl -3.361 -7.275 4.982 -0.053 -0.039 -0.107
H 0.452 5.861 0.943 0.026 -0.036 -0.005
Cl -1.552 4.637 0.897 0.087 0.085 0.051
H -2.036 0.366 0.908 -0.210 -0.379 -0.104
H 5.761 -8.467 2.464 0.018 -0.051 -0.047
H 3.545 -7.214 10.937 -0.016 -0.029 -0.017
C 3.425 2.415 -0.288 0.137 -0.168 0.009
H -5.193 -7.780 3.601 -0.010 -0.027 0.023
Cl -1.845 8.776 1.693 -0.017 0.068 -0.026
H 12.217 -6.411 -6.031 0.037 -0.019 -0.003
H 7.485 -2.189 0.997 -0.014 -0.001 0.016
Cl -4.933 7.810 -6.677 -0.001 -0.002 -0.002
H -9.501 3.235 -0.281 0.010 -0.068 -0.032
Cl 13.619 -0.876 -9.315 0.003 -0.007 -0.013
Cl 6.420 -6.644 0.068 0.023 0.002 0.020
Cl -4.040 5.818 -1.994 0.097 -0.061 0.019
N -3.630 0.427 -2.064 -0.011 -0.393 -0.070
C 0.121 1.577 0.171 0.199 -0.077 -0.125
C 7.049 -2.596 0.082 0.032 -0.060 -0.159
Cl -8.460 10.864 0.568 0.002 0.035 -0.015
```
Forces are in eV/Å.

For the lowest unoccupied orbital energy, the calculation gives 0.18 eV. Its maximum force is 1.4 eV/Å. The calculation puts the orbital gap at 0.340 Ha. Its HOMO energy is -9.076 eV. The spin multiplicity is 1. For the total energy, the calculation gives -19498.518669 hartree.



Q: What is the maximum force in the first record?
A: 7.9 eV/Å